185
Properties=species:S:1:pos:R:3:forces:R:3:mulliken_charge:R:1 method="wB97M-V/def2-TZVPD" charge=0 lumo_ev=0.47 gap_ev=9.03 smiles=COC[C@H](C)N.COCCNCCOC.COCCNCCOC.COCCNCCOC.COCCNCCOC.CC(C)O.CC(C)O.CC(C)O.CC(C)O.CC(C)O.CC(C)O largest_force_ev_per_a=3.73 e_above_lowest_kj_mol=556.8 multiplicity=1
O 4.594 2.819 2.338 -0.45 0.35 0.77 -0.493
O -5.553 5.803 -0.137 1.37 -0.26 0.27 -0.285
O -0.643 -2.147 6.323 -1.59 1.01 -1.45 -0.246
O -2.994 -0.823 -5.523 -0.15 -1.04 -1.98 -0.591
O 1.224 1.066 1.205 -0.37 1.18 0.53 0.880
O -2.093 3.679 0.462 1.37 -0.93 -0.14 0.160
O 3.190 -1.413 -4.898 0.95 0.23 2.17 -0.507
O 7.508 -2.521 -7.615 0.56 -1.88 0.43 -0.374
O 2.913 2.343 -0.292 1.05 0.41 -0.46 0.204
O -5.278 -1.955 -0.096 1.07 -1.13 0.67 0.296
O -0.991 -3.940 -2.370 -0.81 2.01 -0.46 -0.495
O 4.949 -5.123 -1.527 -1.13 -0.39 -0.08 -0.572
O -5.044 1.693 2.152 1.18 -0.78 0.91 -0.565
O -7.411 -3.212 2.094 0.28 0.27 -0.43 -0.425
O 1.134 1.297 3.872 -0.20 0.58 -0.87 -0.030
N -2.470 -0.350 3.998 0.13 -0.18 -1.02 -0.181
N -1.935 6.832 0.259 0.71 -0.21 0.96 -0.468
N -8.026 -2.889 -0.570 1.95 1.00 -3.02 -0.522
N 5.397 0.146 -6.086 1.04 -1.56 0.14 -0.266
N 1.517 -0.564 5.931 0.78 -1.11 1.47 -0.347
C 2.335 3.116 -1.345 1.07 0.85 0.96 1.147
C 1.055 -4.850 -1.778 1.37 0.99 0.70 -1.035
C -4.102 -2.759 0.150 0.85 1.09 -0.75 -1.338
C -1.886 2.481 -0.330 -1.11 0.28 0.28 -0.352
C 2.182 -0.753 0.132 0.12 -1.22 -0.66 -0.445
C 7.032 -1.209 -7.449 2.71 0.69 -2.05 -0.571
C 2.668 -0.023 5.214 -1.93 1.18 -0.50 -0.665
C 6.465 -0.895 -6.136 -2.77 -0.72 1.56 -0.497
C 6.247 3.752 0.934 1.26 0.22 -1.07 -1.220
C -7.319 -1.712 -1.192 1.21 -1.06 -0.65 -0.147
C -5.588 1.696 0.844 -0.39 1.40 0.87 -0.052
C -3.621 -0.042 -3.475 0.21 0.08 0.51 -1.011
C 3.452 3.574 -2.268 0.72 -0.41 -0.89 -1.547
C 0.501 -2.607 6.961 -0.34 0.68 1.09 -0.704
C -1.959 -2.523 6.758 1.28 -0.80 0.15 -0.752
C 5.535 -4.265 -0.582 -0.22 1.73 0.15 0.622
C 1.117 -0.310 1.125 -0.30 -1.31 -2.10 1.068
C -6.520 -2.927 3.158 0.16 -0.72 0.42 -0.733
C 4.200 -0.853 -4.037 0.92 1.07 -2.71 0.634
C -8.977 -2.447 0.370 1.06 -0.03 1.54 -0.876
C -3.415 1.918 4.571 -0.92 -0.77 -0.59 -1.317
C 8.779 -2.877 -7.034 -0.91 0.46 0.42 -0.682
C 1.733 -2.007 6.275 -1.15 0.54 -0.74 -0.632
C -3.123 6.308 -0.395 -0.16 0.72 -1.22 -0.271
C -3.608 0.551 3.837 -0.48 0.94 0.01 0.459
C -0.983 -4.732 -0.113 1.37 0.01 -0.40 -1.252
C 6.170 -3.063 -1.289 1.24 -0.49 0.23 -1.180
C -6.183 7.012 -0.460 0.42 1.37 0.36 -0.822
C -0.356 -0.676 0.685 1.64 -0.43 1.30 -0.310
C -0.140 -4.049 -1.230 -0.80 -2.50 -0.37 2.442
C 4.512 -3.825 0.504 0.08 -0.63 -0.28 -0.646
C -8.189 -2.133 1.637 -1.70 0.94 1.68 -0.060
C -1.154 -0.560 -4.068 0.57 -0.33 -0.55 -0.737
C -2.618 -0.903 -4.198 -0.26 0.63 1.38 0.360
C 2.396 -2.179 -4.013 -0.25 -0.98 -1.24 -0.394
C -1.324 5.892 1.195 -0.28 -2.56 -0.25 -1.466
C 5.913 2.623 1.853 -0.77 -0.61 0.55 0.377
C -0.894 4.468 0.618 -0.93 1.68 -0.33 0.253
C 2.295 1.367 4.721 -0.93 1.19 1.10 -0.748
C 4.797 0.373 -4.770 -0.28 1.03 0.00 -1.166
C 0.438 2.539 3.655 -0.79 0.39 0.73 -0.843
C 1.314 2.269 -1.992 -0.47 -0.93 -0.22 0.199
C -4.273 5.974 0.566 -0.34 -0.72 -0.87 -0.095
C -5.824 -2.047 -1.433 -0.77 -0.21 1.63 0.140
C -3.974 0.709 2.351 -1.06 0.15 -1.04 1.849
C 5.916 1.162 1.373 0.68 0.02 -0.51 -0.885
H -1.973 -3.612 6.714 -0.48 -0.19 0.12 0.306
H -6.555 -1.941 3.622 -0.30 0.38 -0.59 0.321
H 8.775 -2.731 -5.953 -0.09 0.17 0.22 0.266
H 0.481 -3.689 7.088 0.40 -0.34 -0.50 0.443
H 6.330 -4.822 -0.086 0.20 0.15 0.21 0.301
H -3.206 -2.153 0.010 0.18 0.47 -0.70 0.370
H -1.661 0.066 3.558 0.18 0.08 -0.24 -0.329
H -0.395 -5.142 0.709 0.32 0.35 0.13 0.354
H 3.470 -3.904 0.194 0.07 -0.60 -0.20 -0.086
H -8.925 -1.913 2.410 -0.36 0.04 0.42 0.614
H -1.445 -4.732 -2.668 0.35 -0.38 0.59 0.298
H 1.046 -5.939 -1.742 -0.67 0.02 0.03 0.422
H -2.135 -0.585 4.921 -0.60 0.29 0.34 0.154
H -7.218 -0.839 -0.548 -0.60 0.16 0.21 -0.041
H 0.097 -3.043 -0.881 0.26 0.01 -0.57 -1.368
H -3.643 0.953 -3.920 0.23 0.30 0.33 0.479
H 1.491 1.215 2.115 -0.03 0.60 0.67 -0.892
H -1.405 -5.628 -0.567 -0.68 0.22 0.06 0.507
H -1.671 -3.988 0.288 -0.36 -0.46 -0.15 0.014
H -3.377 -0.041 -2.413 -0.32 0.41 0.19 0.013
H -0.381 2.433 2.944 0.44 -0.61 -0.45 -0.198
H 2.004 -1.789 -0.157 -0.10 -0.21 -0.15 0.192
H 5.631 0.975 -6.614 -0.02 0.13 0.44 0.279
H 1.786 -2.790 -4.679 -0.78 0.31 0.35 0.440
H 4.723 -4.470 1.357 -0.57 0.17 0.24 0.362
H 6.446 -1.058 -8.355 -0.82 0.23 0.59 0.306
H -0.651 -1.345 -4.633 0.28 -0.12 0.16 0.262
H -2.744 -1.909 -3.797 -0.07 -0.34 -0.52 0.133
H -4.371 6.677 1.394 0.00 0.69 -0.33 0.317
H 1.852 1.502 -2.549 -0.22 0.17 -0.86 -0.239
H -9.385 -1.501 0.014 -0.71 -0.29 0.15 0.389
H 3.468 0.098 5.945 0.44 -0.38 -0.55 0.453
H 2.216 -0.164 -0.785 -0.36 0.11 0.06 -0.652
H 4.077 1.169 -4.960 -0.72 -0.35 0.09 0.435
H -6.440 2.372 0.906 -0.13 0.10 0.10 0.407
H 0.630 -0.480 5.457 0.18 0.05 -0.30 0.221
H -4.892 2.247 0.211 0.08 -0.73 -0.71 0.046
H -2.727 -2.124 6.096 0.41 0.03 -0.20 0.205
H 7.014 -3.498 -1.823 0.02 0.15 -0.70 0.505
H 3.861 -0.617 -3.028 -0.42 0.39 -0.09 -0.178
H 6.908 0.726 1.251 0.19 0.10 0.13 0.496
H -4.521 0.070 4.189 0.14 -0.06 0.75 0.230
H -9.686 -3.249 0.579 -0.42 0.32 -0.10 0.346
H 4.148 2.757 -2.456 0.16 -0.45 0.69 0.206
H 5.561 -5.333 -2.237 0.22 0.12 0.07 0.308
H 5.563 -2.462 -1.966 -0.31 -0.34 0.18 0.043
H -4.222 2.613 4.340 -0.16 -0.12 -0.08 0.420
H -5.327 -1.328 -2.084 -0.14 -0.26 -0.03 -0.930
H -2.834 1.945 -0.381 -0.28 0.29 0.23 -0.425
H -2.199 -2.204 7.773 0.27 0.14 0.20 0.331
H 2.856 -0.541 4.274 0.85 -0.83 0.15 0.339
H 5.042 -1.531 -3.902 -0.10 -0.58 -0.01 0.062
H -3.971 -3.604 -0.526 -0.49 -0.13 -0.02 0.444
H 0.566 2.858 -2.524 0.16 -0.33 -0.45 0.615
H 9.613 -2.296 -7.428 -0.04 0.13 -0.33 0.295
H -7.731 -1.406 -2.154 -0.50 -0.11 0.09 0.432
H 0.468 -2.225 7.982 0.22 0.19 0.41 0.356
H 5.735 3.737 -0.028 -0.19 -0.23 0.03 0.106
H -2.867 0.084 -5.811 0.02 0.09 -0.08 0.406
H 7.929 -0.619 -7.638 0.14 0.84 0.00 0.370
H 6.118 4.748 1.358 -0.38 -0.24 0.41 0.347
H 5.368 0.575 2.109 0.14 0.03 0.10 0.171
H 5.420 1.005 0.416 -0.23 0.36 -0.11 0.082
H -5.496 -3.144 2.856 0.05 0.20 -0.17 0.120
H 1.880 -1.527 -3.310 -0.45 -0.18 -0.03 -0.008
H -3.849 -3.069 1.164 -1.47 -0.16 0.44 0.346
H -1.215 1.730 0.087 0.55 0.60 0.16 -0.208
H 1.918 -2.478 5.310 0.24 -0.76 0.07 0.327
H 2.967 -2.931 -3.468 0.45 0.12 0.32 0.280
H -6.740 -3.606 3.982 -0.12 -0.22 0.03 0.387
H 2.147 1.940 0.122 -0.08 -0.53 0.81 -0.331
H -0.717 -0.540 -3.070 -0.28 0.06 0.11 -0.116
H 5.425 0.893 -4.046 0.89 -0.22 0.26 0.379
H -7.270 -3.356 -0.090 -0.15 -0.44 0.30 0.324
H -7.672 -1.176 1.569 0.78 -0.19 -0.40 -0.023
H -0.893 0.341 -4.624 -0.15 0.42 0.26 0.459
H -0.468 6.313 1.722 -0.12 0.24 -0.12 0.530
H 0.816 1.652 -1.245 -0.42 0.39 0.17 -0.604
H -4.415 -0.183 1.906 0.21 -0.72 0.52 -0.379
H -0.167 4.090 1.337 -0.02 -0.64 -0.14 -0.219
H 4.545 -2.782 0.819 0.77 0.02 -0.09 0.060
H 1.005 3.427 3.377 0.85 -0.44 -0.39 0.486
H 1.876 3.955 -0.822 -0.21 0.49 -0.40 -0.154
H 7.167 -0.895 -5.302 0.70 0.85 -0.11 0.273
H -2.783 5.587 -1.139 -0.61 -1.51 0.64 0.166
H -1.214 6.895 -0.446 -0.05 0.62 -0.38 0.335
H -1.679 2.704 -1.377 0.54 0.27 0.02 0.480
H 6.695 -2.400 -0.601 -0.36 0.14 0.34 0.370
H -3.449 7.013 -1.161 -0.35 0.96 0.57 0.478
H 1.379 -0.774 2.076 -0.49 -0.03 0.27 0.176
H 8.967 -3.942 -7.166 -0.25 0.12 -0.44 0.265
H 4.070 4.413 -1.952 -0.33 0.06 0.32 0.429
H -7.040 6.921 -1.127 -0.15 -0.68 0.48 0.284
H -3.112 0.869 1.704 0.34 0.77 0.04 -0.932
H 3.211 -0.761 0.490 -0.07 0.35 0.51 0.011
H -6.026 0.753 0.518 0.77 -0.35 -0.23 -0.381
H -0.965 -0.241 1.478 -0.45 0.06 -0.40 -0.469
H -0.639 -0.369 -0.322 0.17 0.26 0.11 -0.221
H 3.090 1.950 4.256 0.23 -0.35 -0.30 0.408
H -5.706 -3.086 -1.743 0.03 0.03 -0.54 0.702
H 5.954 -1.829 -5.902 -0.51 -0.23 0.08 0.300
H 1.999 -4.580 -1.304 0.06 -0.04 0.51 -0.072
H 1.256 -4.511 -2.795 -0.40 -0.22 -0.15 0.260
H -5.585 7.771 -0.964 0.85 -0.34 -0.51 0.299
H -0.437 4.622 -0.360 0.32 -0.26 -0.22 0.315
H -2.024 5.462 1.912 -0.37 1.02 0.54 0.402
H -6.394 7.575 0.449 -0.81 -0.20 0.34 0.338
H 7.317 3.706 0.734 0.21 -0.06 -0.34 0.424
H -2.500 2.426 4.265 0.22 -0.27 0.27 0.025
H 6.586 2.705 2.706 -0.12 -0.09 0.25 0.356
H 3.203 3.727 -3.318 -0.89 0.59 0.10 0.407
H -4.010 5.054 1.087 -0.56 -0.39 -0.40 -0.123
H 1.944 1.943 5.578 0.24 0.13 0.38 0.417
H -4.616 -0.452 -3.650 0.08 -0.04 0.12 0.283
H -0.118 2.914 4.514 0.26 -0.52 0.83 0.662
H -0.463 -1.758 0.759 -0.15 -0.07 -0.04 0.533
H 4.037 2.656 1.573 -0.52 0.09 -0.39 0.227
H 2.557 -2.185 6.967 0.28 0.36 -0.23 0.341
H -3.490 1.689 5.634 0.53 0.32 0.11 0.428